{
  "formula": "C8H14O3",
  "method": "ωB97M-V with the def2-TZVPD basis set",
  "symbols": ["C", "C", "C", "C", "C", "C", "C", "C", "O", "O", "O", "H", "H", "H", "H", "H", "H", "H", "H", "H", "H", "H", "H", "H", "H"],
  "positions_angstrom": [[0.609117, -1.581591, -0.809524], [1.619961, 0.551929, -0.400929], [-0.750803, -1.019218, -0.182740], [0.615938, 1.023659, 0.620582], [0.311548, -1.841619, -2.314445], [-1.161046, -2.231814, 0.664307], [1.203753, 0.913401, 2.014629], [0.110529, 2.455550, 0.237852], [-0.538830, 0.152320, 0.589483], [2.597857, 1.322506, -0.650350], [-1.811940, -0.693002, -1.088400], [0.077689, -2.897029, -2.307858], [1.260849, -1.658329, -2.679222], [-0.543420, -1.356690, -2.837711], [-1.954222, -2.018332, 1.358350], [-0.248967, -2.564001, 1.132525], [-1.601128, -3.029155, 0.127492], [1.637843, 1.885079, 2.262497], [1.785177, -0.041672, 2.029798], [0.372067, 0.634894, 2.616692], [0.987601, 3.010293, -0.115787], [-0.323396, 3.052855, 1.048591], [-0.627953, 2.515478, -0.542029], [2.731707, 2.120379, -0.091328], [-2.266073, 0.121858, -0.885212]],
  "forces_ev_per_angstrom": [[-2.2, 1.5, -0.7], [-2.2, -0.8, -0.7], [1.3, 0.2, -0.7], [-1.3, -0.3, -1.2], [-1.2, 0.4, 2.1], [0.3, 1.1, 0.6], [0.2, -0.8, -0.9], [0.9, 0.2, 0.6], [-0.3, 0.0, 1.0], [1.4, 0.1, -0.1], [0.4, -0.9, -0.5], [0.3, -0.6, -0.2], [1.8, 0.0, -1.8], [0.8, 0.1, 0.6], [-0.1, 0.7, 0.7], [0.0, -0.3, 0.6], [0.0, -0.8, -1.3], [0.5, -0.6, 0.5], [0.5, 1.2, 0.2], [-0.7, 0.5, 0.9], [-0.2, 0.3, 0.0], [0.3, -0.5, 0.3], [-0.1, -0.6, -0.5], [-0.4, 0.0, 0.1], [0.3, 0.3, 0.6]],
  "relative_energy_ev": 7.675,
  "total_charge": 0,
  "homo_energy_ev": -7.6,
  "homo_lumo_gap_ev": 7.9,
  "lumo_energy_ev": 0.28,
  "multiplicity": 1
}

---

{
  "formula": "C7H15FN3",
  "method": "ωB97M-V with the def2-TZVPD basis set",
  "symbols": ["C", "C", "C", "C", "C", "C", "C", "N", "N", "N", "F", "H", "H", "H", "H", "H", "H", "H", "H", "H", "H", "H", "H", "H", "H", "H"],
  "positions_angstrom": [[0.946618, -2.009020, -2.147484], [-3.102227, -0.757680, -1.396960], [2.582411, 2.462423, 1.724918], [1.709832, 1.332609, 2.194418], [0.297779, 1.068968, 1.538404], [-2.327612, -0.811093, -0.328323], [0.602409, -0.766706, -0.042880], [-3.265722, -1.573746, -2.478216], [1.122104, -1.343337, -1.089800], [0.461631, 0.505809, 0.260784], [-1.420424, -1.824247, -0.182935], [1.750224, -2.551740, -2.761132], [-0.048210, -2.218211, -2.623614], [-3.715119, 0.070131, -1.490323], [3.318175, 2.593827, 2.537457], [3.145353, 2.299852, 0.876687], [1.969719, 3.362559, 1.628227], [1.483331, 1.274643, 3.287834], [2.158408, 0.316627, 2.120891], [-0.223562, 0.304491, 2.134426], [-0.249611, 1.951391, 1.527992], [-2.489569, -0.184584, 0.538570], [0.642551, -1.369927, 0.894655], [-3.579844, -1.083739, -3.361656], [0.719398, 1.150040, -0.553756], [-2.488042, -2.199338, -2.808183]],
  "forces_ev_per_angstrom": [[0.3, -3.7, -5.4], [0.4, -0.7, -1.2], [-1.0, 0.5, 2.7], [-1.1, -2.8, 0.8], [1.4, -1.4, 2.0], [0.2, -0.4, 0.5], [2.4, -1.7, 3.2], [1.4, -0.5, -2.8], [-1.1, 3.4, 2.3], [0.9, 1.3, -5.1], [-0.5, 0.0, 0.1], [-0.9, 1.0, 1.4], [0.7, 0.5, 0.9], [-1.3, 1.6, 0.4], [-0.3, 0.4, -0.4], [0.9, -0.6, -2.1], [0.3, 0.1, 0.0], [0.2, 1.0, -0.7], [0.5, 0.7, -0.3], [0.1, 0.4, 0.0], [-1.2, 1.5, -0.4], [0.3, -0.1, 0.0], [-0.7, 0.1, -0.4], [0.1, -0.7, 1.8], [-0.7, -0.9, 1.4], [-1.1, 0.7, 1.2]],
  "total_charge": 1,
  "homo_energy_ev": [-10.0, -12.0],
  "homo_lumo_gap_ev": [6.8, 4.3],
  "lumo_energy_ev": [-3.21, -7.72],
  "multiplicity": 3
}

---

{
  "formula": "C21H43BI2",
  "method": "ωB97M-V with the def2-TZVPD basis set",
  "symbols": ["C", "C", "B", "C", "C", "C", "C", "C", "C", "C", "C", "C", "C", "C", "I", "C", "C", "I", "H", "H", "H", "H", "H", "H", "H", "H", "H", "H", "H", "H", "H", "H", "H", "H", "H", "H", "H", "H", "H", "H", "H", "H", "H", "H", "H", "H", "H", "C", "C", "C", "C", "C", "C", "H", "H", "H", "H", "H", "H", "H", "H", "H", "H", "H", "H", "H", "H"],
  "positions_angstrom": [[-1.273088, -1.178622, 4.224448], [0.159288, -0.574184, 4.168695], [0.263769, 0.400091, 2.917975], [-0.637568, 1.684868, 3.013140], [-0.667818, 2.729058, 1.893230], [-1.825480, 3.781807, 1.985845], [-2.271987, 4.059832, 3.416019], [-3.002069, 3.328987, 1.092529], [-4.055967, 2.453596, 1.778762], [-4.729211, 1.528884, 0.785353], [-5.186003, 0.298092, 1.105072], [-5.427303, -0.093798, 2.546725], [-5.467152, -0.742169, 0.049768], [1.260302, -0.059164, 1.768027], [0.548233, -1.988953, 1.089012], [1.586081, 0.886341, 0.610184], [0.670560, 0.830593, -0.616375], [3.613987, 0.390416, -0.072263], [-1.770879, -1.069867, 3.261117], [-1.248232, -2.235260, 4.477429], [-1.871025, -0.672804, 4.979566], [0.322500, 0.028391, 5.065545], [0.918862, -1.353303, 4.143381], [-1.657535, 1.325163, 3.183099], [-0.372241, 2.188753, 3.947851], [-0.750016, 2.271707, 0.912545], [0.264333, 3.299166, 1.923074], [-1.420857, 4.706430, 1.574952], [-1.482415, 4.532113, 3.999570], [-2.640081, 3.183060, 3.937535], [-3.101290, 4.771401, 3.387333], [-3.506220, 4.235886, 0.746122], [-2.645824, 2.821457, 0.196966], [-3.640010, 1.830344, 2.566926], [-4.814747, 3.080154, 2.259659], [-4.869654, 1.910530, -0.222506], [-5.641307, 0.783149, 3.150145], [-4.578698, -0.634085, 2.978827], [-6.271176, -0.779802, 2.597849], [-6.210675, -1.469944, 0.372035], [-5.851523, -0.263915, -0.852642], [-4.547926, -1.266050, -0.207182], [2.193802, -0.320591, 2.264570], [1.700310, 1.901040, 0.969924], [0.461324, 1.855649, -0.931766], [1.122811, 0.342804, -1.470963], [-0.297394, 0.393263, -0.381360], [3.213062, -3.312154, -2.517188], [4.353819, -2.403195, -2.963858], [4.031851, -1.593048, -4.217716], [3.758522, -2.425944, -5.471421], [4.890510, -3.368340, -5.877331], [6.187430, -2.643655, -6.226848], [2.971469, -4.060431, -3.274170], [3.478846, -3.844767, -1.602917], [2.311200, -2.730008, -2.313234], [5.258771, -2.997904, -3.117760], [4.576780, -1.707026, -2.153165], [4.854171, -0.898688, -4.411933], [3.154509, -0.968775, -4.018580], [3.550036, -1.744008, -6.302128], [2.845509, -3.011133, -5.330232], [4.564937, -3.945371, -6.746907], [5.080301, -4.094954, -5.082852], [6.030079, -1.941520, -7.048187], [6.956346, -3.353809, -6.534237], [6.579063, -2.085782, -5.375084]],
  "forces_ev_per_angstrom": [[0.3, 0.1, 0.1], [-0.1, 0.3, -0.3], [-0.1, -0.5, 0.4], [0.1, 0.2, -0.7], [-0.2, 0.7, 0.5], [0.3, -1.1, -0.2], [-0.2, 0.7, -0.2], [-0.3, 0.7, 0.4], [-0.7, -0.3, -0.3], [-0.5, -0.8, 0.5], [0.2, 0.8, -0.1], [0.5, -0.2, -0.3], [-0.5, 0.5, 0.0], [-0.1, 0.6, -0.1], [0.1, 0.1, 0.0], [0.3, -1.0, -0.5], [-0.2, 1.0, 0.1], [-0.1, 0.2, 0.1], [-0.2, -0.2, 0.0], [0.0, -0.1, 0.0], [-0.1, 0.1, 0.0], [0.1, -0.1, 0.1], [0.0, -0.1, 0.1], [0.0, -0.2, 0.1], [0.0, -0.1, 0.1], [0.1, -0.1, 0.0], [0.1, -0.1, -0.1], [-0.1, 0.1, -0.1], [0.1, -0.1, 0.1], [0.1, -0.1, 0.1], [0.0, 0.0, 0.1], [-0.1, 0.0, -0.1], [0.2, 0.0, 0.0], [0.2, 0.0, 0.0], [0.1, 0.1, 0.1], [0.5, -0.3, -0.2], [0.0, 0.0, 0.2], [0.0, 0.1, 0.1], [-0.1, 0.0, 0.0], [0.0, -0.1, 0.1], [0.1, -0.1, -0.1], [0.0, -0.1, 0.0], [0.0, -0.1, 0.1], [0.0, 0.0, 0.2], [0.1, 0.0, -0.1], [-0.1, -0.4, 0.1], [0.0, -0.2, 0.0], [0.1, 0.0, 0.0], [-0.1, 0.0, 0.0], [0.0, 0.0, 0.0], [0.0, 0.0, 0.0], [0.0, 0.1, -0.1], [0.0, -0.1, 0.1], [0.0, 0.0, 0.0], [0.0, 0.0, 0.0], [0.0, 0.0, 0.0], [0.0, 0.0, 0.0], [0.1, 0.0, 0.0], [0.0, 0.0, 0.0], [0.0, 0.0, 0.0], [0.0, 0.0, 0.0], [0.0, 0.0, 0.0], [0.0, 0.0, 0.0], [0.0, 0.0, 0.0], [0.0, 0.0, 0.0], [0.0, 0.0, 0.0], [0.0, 0.0, 0.0]],
  "total_charge": 0,
  "homo_energy_ev": -8.6,
  "homo_lumo_gap_ev": 8.7,
  "lumo_energy_ev": 0.03,
  "smiles": "CCB(CC[C@H](C)CCC=C(C)C)[C@@H](I)[C@H](C)I.CCCCCC",
  "multiplicity": 1
}

---

{
  "formula": "C2H6N3S",
  "method": "ωB97M-V with the def2-TZVPD basis set",
  "symbols": ["C", "C", "N", "N", "N", "S", "H", "H", "H", "H", "H", "H"],
  "positions_angstrom": [[1.429137, 1.452841, 0.166561], [0.345924, -0.276627, 1.262599], [1.129073, 0.801151, 1.163296], [0.171095, -0.704437, -0.637715], [-1.243307, -0.787062, -0.883941], [0.858189, 0.673914, -1.352068], [1.998331, 2.344694, 0.134712], [0.840612, -1.199804, 1.487348], [-0.784215, -0.022740, 1.535110], [-1.402960, -1.749640, -1.102182], [-1.300764, -0.111375, -1.629928], [-2.041117, -0.420915, -0.143792]],
  "forces_ev_per_angstrom": [[-0.9, -0.9, -1.2], [-1.7, 0.8, -2.3], [-0.2, 0.0, 2.5], [1.0, 0.2, 2.5], [-1.8, 2.3, 1.7], [0.1, 0.0, -0.6], [0.5, 0.7, 0.0], [-0.2, -0.3, 0.8], [2.5, -0.9, -0.2], [-0.7, -0.6, -0.6], [-1.2, -0.2, -1.2], [2.5, -1.1, -1.5]],
  "relative_energy_ev": 4.023,
  "total_charge": 1,
  "homo_energy_ev": -13.6,
  "homo_lumo_gap_ev": 9.7,
  "lumo_energy_ev": -3.90,
  "multiplicity": 1
}

---

{
  "formula": "C3BrF3I2O",
  "method": "ωB97M-V with the def2-TZVPD basis set",
  "symbols": ["C", "C", "C", "O", "F", "F", "F", "Br", "I", "I"],
  "positions_angstrom": [[-0.660648, 0.231315, -0.368331], [-2.027245, -0.367642, 0.047911], [2.494433, 0.131277, 0.269178], [-0.439553, 1.190260, -1.056229], [-2.265611, 0.230868, 1.175478], [-1.839506, -1.695315, 0.357265], [-3.103110, -0.312646, -0.742707], [2.790745, 0.148013, 2.022439], [2.566877, -1.559256, -0.914692], [2.483614, 2.003127, -0.790316]],
  "forces_ev_per_angstrom": [[0.7, 2.4, -2.3], [0.2, -2.3, 0.1], [-0.5, 1.1, -2.6], [-1.3, -2.7, 1.7], [-0.8, 1.1, 1.3], [0.0, 1.0, -0.7], [0.8, 0.4, -0.1], [0.3, -0.2, 1.6], [0.1, 0.0, 0.3], [0.5, -0.9, 0.7]],
  "relative_energy_ev": 3.041,
  "total_charge": 0,
  "homo_energy_ev": [-9.3, -8.0],
  "homo_lumo_gap_ev": [8.5, 6.7],
  "lumo_energy_ev": [-0.87, -1.26],
  "multiplicity": 1
}

---

Q: Which molar mass values were calculated for the entries above? A: 158.197, 160.216, 560.195, 104.158, 442.738, in g mol⁻¹.